Entry 1:
137
Properties=species:S:1:pos:R:3:forces:R:3 method="wB97M-V/def2-TZVPD" orbital_gap_ev=6.61 homo_ev=-10.91 e_lumo_ev=-4.3 charge=+1
C -3.737 4.896 1.462 0.2 0.4 0.0
O -4.608 4.767 0.354 0.1 -0.4 0.5
C -4.604 3.498 -0.265 -0.8 0.2 -1.0
C -3.854 3.550 -1.606 0.8 -0.4 0.3
C -2.808 2.441 -1.790 -0.3 0.0 0.4
C -3.384 1.099 -2.265 0.7 0.2 -0.5
C -2.376 0.220 -3.050 -0.1 -0.1 0.7
C -0.938 0.417 -2.551 -0.5 -0.3 0.0
C -0.021 -0.734 -2.849 0.2 0.2 -0.2
C -0.088 -1.397 -4.054 -0.2 0.3 0.4
N 0.748 -2.397 -4.343 -0.4 0.5 0.3
C 1.719 -2.817 -3.514 0.4 -0.3 0.3
C 2.569 -3.938 -4.042 0.0 -0.1 -0.4
C 3.027 -3.739 -5.497 0.4 0.0 0.4
C 4.362 -2.964 -5.555 -0.7 0.2 -0.3
S 4.064 -1.339 -6.350 0.3 0.3 -0.4
C 4.382 -0.211 -5.014 -0.6 0.1 0.5
S 3.166 0.437 -4.173 -0.1 0.0 0.0
N 5.704 0.129 -4.689 0.9 -0.1 0.1
C 6.467 -0.355 -3.634 -0.2 -0.2 0.1
C 7.682 0.251 -3.708 -1.1 -0.2 -0.2
N 7.690 1.134 -4.768 0.0 -0.5 0.2
C 6.509 1.033 -5.319 0.6 -0.2 -0.7
C 1.847 -2.206 -2.260 -0.5 0.0 -0.5
C 2.900 -2.692 -1.293 -0.3 -0.3 -0.2
S 2.181 -3.243 0.289 -1.0 1.9 0.9
O 0.765 -3.377 0.141 0.0 -1.0 -0.7
O 2.600 -2.274 1.255 0.9 -0.5 0.1
C 0.965 -1.145 -1.953 0.6 -0.3 0.2
C 1.047 -0.384 -0.632 -0.3 -0.4 0.3
O 0.189 -0.513 0.187 0.3 0.4 -0.2
O 2.085 0.454 -0.496 0.0 -0.7 -0.2
H -4.295 5.195 2.348 -0.1 0.0 0.1
H -3.004 5.678 1.258 0.1 0.1 0.0
H -3.184 3.985 1.691 -0.1 -0.2 -0.1
H -4.241 2.700 0.382 0.3 0.1 0.2
H -5.645 3.265 -0.488 -0.2 -0.1 0.2
H -4.522 3.536 -2.464 -0.2 0.2 0.0
H -3.312 4.491 -1.610 -0.1 0.2 -0.1
H -2.019 2.818 -2.436 0.0 -0.1 -0.4
H -2.330 2.266 -0.825 0.2 0.1 0.1
H -3.707 0.515 -1.409 -0.3 0.1 0.2
H -4.235 1.288 -2.914 -0.2 -0.1 0.0
H -2.482 0.365 -4.123 0.1 0.1 -0.1
H -2.636 -0.812 -2.812 -0.1 -0.2 -0.3
H -1.000 0.496 -1.473 0.1 0.2 0.1
H -0.529 1.344 -2.940 0.3 0.1 0.0
H -0.821 -1.093 -4.780 0.0 -0.3 -0.3
H 0.617 -2.843 -5.242 0.2 -0.2 0.0
H 2.039 -4.884 -3.916 0.0 0.2 -0.2
H 3.475 -4.050 -3.466 0.1 0.0 0.3
H 2.311 -3.175 -6.088 -0.2 -0.3 -0.2
H 3.154 -4.717 -5.946 0.0 -0.1 -0.2
H 4.733 -2.778 -4.554 0.4 -0.1 0.0
H 5.077 -3.514 -6.149 0.3 0.1 0.1
H 6.066 -1.076 -2.949 0.0 -0.1 0.1
H 8.485 0.053 -3.030 0.4 0.3 0.0
H 6.191 1.602 -6.173 -0.2 0.0 -0.1
H 3.430 -3.556 -1.672 0.1 -0.1 -0.2
H 3.632 -1.915 -1.101 0.1 0.0 0.4
H 2.746 -4.455 0.543 0.1 0.1 -0.2
H 2.802 0.158 -1.071 0.2 0.4 -0.2
C 1.374 3.927 1.569 -0.1 0.1 0.0
Cl 0.276 4.663 2.740 0.0 0.1 -0.2
Cl 3.040 4.166 2.102 0.0 0.0 -0.1
Cl 1.014 2.206 1.437 -0.1 0.2 0.3
Cl 1.144 4.670 -0.023 0.0 -0.1 -0.1
C -9.219 2.096 1.814 0.0 0.1 0.1
Cl -8.969 2.694 0.172 0.0 0.0 0.0
Cl -10.937 2.150 2.209 0.0 0.0 0.0
Cl -8.642 0.426 1.925 0.0 0.0 -0.1
Cl -8.316 3.099 2.953 0.0 0.0 0.0
C -0.597 -7.053 -2.484 -0.1 -0.2 0.1
Cl 0.155 -5.443 -2.604 -0.3 0.0 0.2
Cl -0.856 -7.442 -0.792 -0.2 0.2 -0.2
Cl -2.135 -7.045 -3.348 0.1 0.1 0.0
Cl 0.487 -8.234 -3.214 0.1 0.0 0.2
C 8.311 -4.872 -6.742 0.1 0.1 0.0
Cl 8.260 -3.176 -6.239 0.0 0.0 0.0
Cl 9.217 -5.813 -5.559 0.0 0.0 0.0
Cl 6.650 -5.496 -6.838 0.0 -0.1 0.0
Cl 9.075 -5.002 -8.321 0.0 0.0 0.0
C -1.051 2.766 6.478 0.1 0.0 0.1
Cl -0.508 2.293 4.865 -0.1 -0.2 0.1
Cl -1.471 4.485 6.451 0.0 0.0 0.0
Cl -2.460 1.821 6.954 0.0 0.0 -0.1
Cl 0.246 2.494 7.648 0.0 0.0 -0.1
C 12.108 -0.488 -3.821 0.0 0.0 0.0
Cl 11.658 -1.391 -2.365 0.0 0.0 0.0
Cl 13.350 0.696 -3.417 0.0 0.0 0.0
Cl 12.730 -1.608 -5.037 0.0 0.0 0.0
Cl 10.682 0.338 -4.456 0.2 0.0 -0.1
C -4.757 -1.504 4.571 0.1 0.0 -0.1
Cl -3.163 -1.089 3.923 0.0 0.0 0.0
Cl -4.845 -1.000 6.258 0.1 -0.2 0.1
Cl -6.002 -0.662 3.651 0.0 0.0 0.0
Cl -5.002 -3.249 4.459 0.0 0.0 0.0
C 5.385 4.803 -3.437 0.0 0.0 0.1
Cl 6.261 3.327 -3.874 -0.2 0.7 0.3
Cl 4.191 5.167 -4.693 0.0 0.0 0.0
Cl 4.558 4.557 -1.893 -0.1 0.0 0.0
Cl 6.517 6.147 -3.293 0.0 0.0 0.0
C 0.694 -9.297 -7.604 0.0 0.0 -0.1
Cl -0.265 -8.431 -6.396 -0.1 0.0 -0.2
Cl 2.030 -10.128 -6.796 0.0 0.0 0.0
Cl -0.321 -10.475 -8.431 0.0 0.0 0.0
Cl 1.342 -8.144 -8.777 0.0 0.0 0.0
C -6.193 3.069 8.531 -0.1 0.0 0.0
Cl -6.904 2.566 10.060 0.0 0.1 0.0
Cl -7.372 4.044 7.624 0.1 -0.3 0.1
Cl -4.727 3.997 8.841 0.0 0.0 0.0
Cl -5.784 1.638 7.573 -0.2 0.1 0.0
C 2.558 -9.199 0.375 0.0 -0.2 0.1
Cl 2.584 -7.433 0.161 0.0 0.1 0.0
Cl 3.596 -9.635 1.729 0.0 0.0 0.0
Cl 0.906 -9.730 0.694 0.2 -0.1 0.1
Cl 3.153 -9.968 -1.098 0.0 0.0 0.0
C -5.406 8.443 7.332 0.0 0.0 0.1
Cl -4.196 8.830 8.561 0.0 0.0 0.0
Cl -4.622 8.342 5.749 0.0 0.0 0.0
Cl -6.156 6.891 7.713 0.1 0.3 -0.1
Cl -6.637 9.709 7.298 0.0 0.0 0.0
C 2.990 8.410 1.209 0.0 0.0 0.0
Cl 2.570 10.107 0.963 0.0 0.0 0.0
Cl 4.200 8.280 2.488 0.0 0.0 0.0
Cl 1.548 7.502 1.671 0.1 0.3 0.1
Cl 3.644 7.739 -0.292 0.0 0.0 0.0
C -10.684 0.952 10.117 0.0 0.0 0.0
Cl -9.449 0.202 9.095 0.0 0.0 0.0
Cl -10.116 1.016 11.789 -0.1 0.1 -0.1
Cl -11.006 2.590 9.541 0.0 0.0 0.0
Cl -12.166 -0.005 10.036 0.0 0.0 0.0
C -6.123 0.038 13.182 0.0 0.0 0.0
Cl -6.978 -0.365 11.692 0.1 -0.2 0.1
Cl -5.757 -1.441 14.075 0.0 0.0 0.0
Cl -4.619 0.877 12.787 0.0 0.0 0.0
Cl -7.141 1.090 14.173 0.0 0.0 0.0

---

Entry 2:
83
Properties=species:S:1:pos:R:3:forces:R:3 method="wB97M-V/def2-TZVPD" orbital_gap_ev=6.69 homo_ev=-10.33 e_lumo_ev=-3.6 charge=+1
Tl 0.070 0.033 0.120 0.2 0.0 0.8
N 0.376 2.683 -3.530 -0.2 0.0 0.3
C 1.061 1.670 -4.153 0.2 -0.9 0.1
C 1.720 1.602 -5.369 0.0 0.1 0.0
C 2.292 0.393 -5.701 0.0 0.1 0.0
C 2.201 -0.719 -4.859 0.0 -0.1 0.1
C 1.530 -0.665 -3.655 0.0 0.1 0.1
C 0.962 0.552 -3.292 0.4 0.3 -0.8
N 0.242 0.922 -2.186 -0.7 0.1 1.0
C -0.095 2.188 -2.362 0.3 -0.3 -0.3
C -0.874 2.923 -1.403 -0.6 1.1 0.2
C -1.438 4.168 -1.529 0.1 -0.4 0.2
S -2.225 4.612 -0.077 0.4 -0.5 -0.1
C -1.739 3.105 0.610 -0.3 0.6 0.0
N -1.076 2.345 -0.186 0.4 -0.5 -0.3
H 0.326 3.641 -3.837 0.0 0.0 0.1
H 1.773 2.455 -6.025 0.1 0.1 -0.1
H 2.815 0.297 -6.638 0.1 0.0 -0.1
H 2.665 -1.642 -5.170 0.0 -0.1 0.0
H 1.422 -1.527 -3.016 0.0 -0.1 0.1
H -1.429 4.823 -2.377 0.0 0.1 -0.2
H -1.970 2.837 1.622 -0.1 -0.1 0.3
C -1.720 -2.715 4.765 -0.4 0.4 -0.1
Si -3.264 -1.652 4.466 -0.3 -0.2 0.2
C -4.743 -2.789 4.053 0.5 0.4 0.4
C -3.563 -0.509 5.958 0.1 -0.5 -0.6
C -3.224 -0.603 2.868 0.3 -0.3 0.4
C -4.349 0.126 2.525 0.1 0.1 -0.1
C -4.488 0.714 1.272 0.0 0.0 -0.1
C -3.466 0.531 0.368 -0.4 0.1 0.1
N -2.345 -0.090 0.704 0.5 -0.1 -0.4
C -2.189 -0.628 1.921 -0.5 0.1 0.0
S -0.649 -1.316 2.251 1.0 0.4 -0.8
H -1.879 -3.345 5.636 -0.2 -0.1 0.2
H -0.840 -2.106 4.952 0.1 0.1 0.1
H -1.503 -3.364 3.921 0.0 -0.1 -0.1
H -4.931 -3.491 4.857 -0.1 -0.2 0.2
H -4.548 -3.363 3.149 0.1 0.0 -0.1
H -5.654 -2.220 3.888 -0.1 0.1 0.0
H -3.728 -1.107 6.849 0.0 -0.1 0.2
H -4.431 0.131 5.830 -0.2 0.1 -0.1
H -2.704 0.129 6.147 0.2 0.1 -0.1
H -5.138 0.241 3.252 -0.2 0.0 0.1
H -5.367 1.274 1.001 -0.1 0.0 0.0
H -3.514 0.886 -0.652 -0.1 0.2 0.0
N 4.326 -1.396 -1.097 0.0 -0.2 0.3
C 4.831 -0.489 -2.047 0.3 0.5 -0.5
C 5.712 -0.922 -3.024 -0.1 0.1 0.1
C 6.171 -0.035 -3.986 0.0 -0.1 0.0
C 5.740 1.278 -3.991 0.0 0.1 0.0
C 4.852 1.714 -3.019 0.0 -0.1 -0.1
C 4.405 0.836 -2.051 -0.4 -0.1 0.3
S 3.237 1.380 -0.814 0.8 0.4 -0.2
N 2.498 -0.077 -0.464 -0.8 -1.0 0.0
C 3.068 -1.217 -0.594 0.1 0.6 -0.2
C 2.317 -2.425 -0.208 -0.1 -0.7 0.3
C 2.952 -3.525 0.360 -0.1 0.3 -0.1
C 2.184 -4.614 0.734 -0.2 0.1 -0.1
C 0.823 -4.590 0.480 0.1 0.1 0.1
C 0.275 -3.453 -0.091 -0.1 -0.4 0.0
N 1.001 -2.394 -0.413 0.2 0.4 -0.2
H 4.656 -2.346 -1.198 -0.2 0.1 0.0
H 6.044 -1.951 -3.028 0.0 -0.1 0.0
H 6.867 -0.381 -4.732 0.1 0.0 -0.1
H 6.093 1.964 -4.744 0.1 0.1 -0.1
H 4.526 2.741 -2.996 -0.2 0.2 0.0
H 4.011 -3.504 0.556 0.2 0.0 0.1
H 2.642 -5.455 1.230 0.0 -0.1 0.0
H 0.194 -5.420 0.752 -0.1 -0.1 0.0
H -0.782 -3.387 -0.301 -0.1 0.0 0.1
Br 2.246 5.432 -1.800 0.1 0.2 0.0
C 2.657 4.947 -0.009 -0.2 -0.1 0.0
C 3.660 5.563 0.723 -0.1 0.1 -0.4
N 3.946 5.171 1.948 0.6 0.3 0.4
C 3.286 4.169 2.502 -0.5 -0.3 0.0
C 2.269 3.491 1.838 -0.2 -0.1 -0.1
C 1.950 3.908 0.555 0.2 0.2 0.1
C 1.516 2.262 2.363 0.7 1.0 0.1
O 1.364 2.075 3.547 -0.1 -0.2 0.3
O 1.123 1.561 1.371 -0.5 -1.0 -0.8
H 4.245 6.380 0.325 0.0 0.1 -0.1
H 3.584 3.895 3.503 -0.1 -0.1 0.1
H 1.179 3.390 0.011 0.0 0.0 0.0